Entry 1:
ORCA calculation (the ωB97M-V functional and the def2-TZVPD basis) on one molecule with the formula C23H27N5O4S at a distorted geometry.

CARTESIAN COORDINATES (ANGSTROEM)
C -2.5888 -3.0667 -1.6828
O -3.2425 -2.0215 -1.0049
C -3.9797 -2.4250 0.1320
C -3.1197 -2.7251 1.3664
C -2.5582 -1.4482 1.9970
N -1.9400 -0.5968 0.9981
C -2.5827 0.5675 0.6072
O -3.5828 0.9666 1.1680
C -1.9290 1.2333 -0.5009
S -2.4873 2.7112 -1.1810
C -1.2167 2.6879 -2.3281
C -0.3948 1.6092 -2.2103
C -0.8017 0.7687 -1.1530
N -0.2502 -0.4030 -0.6901
C 0.8266 -1.2010 -1.0208
C 1.7815 -0.8711 -2.1084
C 2.8026 -1.9659 -2.4285
C 3.6044 -2.4547 -1.2154
C 3.9568 -1.3054 -0.2849
O 4.6732 -0.3771 -0.6090
N 3.4160 -1.4287 0.9462
C 3.5092 -0.3788 1.9416
C 2.2791 0.4937 1.9263
C 1.2171 0.2461 2.7814
C 0.0937 1.0576 2.7392
C 0.0192 2.1020 1.8423
C 1.0724 2.3416 0.9575
O 0.8970 3.3812 0.0914
C 1.9720 3.7481 -0.7393
C 2.2000 1.5330 1.0058
N 0.8635 -2.2199 -0.2172
N -0.1625 -2.1456 0.6581
C -0.8285 -1.0614 0.3745
H -2.1892 -2.6336 -2.5989
H -3.2909 -3.8690 -1.9389
H -1.7646 -3.4904 -1.0987
H -4.5831 -3.3095 -0.1184
H -4.6518 -1.5887 0.3443
H -2.2906 -3.3767 1.0900
H -3.7316 -3.2391 2.1076
H -1.8076 -1.7027 2.7487
H -3.3582 -0.8543 2.4444
H -1.1351 3.4841 -3.0410
H 0.4540 1.4380 -2.8442
H 2.3176 0.0399 -1.8216
H 1.2122 -0.6548 -3.0178
H 3.4885 -1.5527 -3.1702
H 2.2908 -2.8203 -2.8736
H 4.5336 -2.9054 -1.5679
H 3.0275 -3.2011 -0.6744
H 2.6775 -2.1076 1.0706
H 4.3959 0.2099 1.6928
H 3.6386 -0.8393 2.9247
H 1.2720 -0.5694 3.4867
H -0.7285 0.8804 3.4163
H -0.8422 2.7504 1.8090
H 2.2387 2.9474 -1.4364
H 2.8542 4.0240 -0.1538
H 1.6260 4.6132 -1.3025
H 3.0374 1.6940 0.3447

Output
SMILES string: COCCCn1c(=O)c2sccc2n2c(CCCC(=O)NCc3cccc(OC)c3)nnc12
LUMO level: 0.0046 Ha
frontier orbital gap: 8.607 eV
energy above the lowest of the compared OMol25 structures with the same formula, charge and spin: 50.4 kJ/mol
energy: -1865.61450 Eh

***

Entry 2:
ORCA calculation (the ωB97M-V functional and the def2-TZVPD basis) on C23H27N8ORuSSe2 as an isolated structure.

CARTESIAN COORDINATES (ANGSTROEM)
Ru -0.0587 -0.3440 0.4443
C -2.5621 1.4202 0.6491
C -1.6255 1.6778 1.8270
N -0.2137 1.5428 1.4239
C 0.3659 2.7763 0.8190
C -0.3550 3.4953 -0.3190
S -0.3828 2.7936 -1.9950
C -2.0633 2.1746 -2.1902
C -2.3610 0.7554 -1.7266
N -2.0080 0.4269 -0.3175
H -2.7413 2.3458 0.1176
H -3.5347 1.0874 1.0182
H -1.7987 0.9508 2.6190
H -1.8282 2.6696 2.2454
H 0.3268 1.4257 2.2813
H 1.3759 2.5269 0.5041
H 0.4415 3.5133 1.6276
H 0.2054 4.4238 -0.4448
H -1.3603 3.8125 -0.0422
H -2.2293 2.1896 -3.2689
H -2.7690 2.8993 -1.7825
H -1.8319 0.0442 -2.3590
H -3.4355 0.5880 -1.8702
H -2.5120 -0.4329 -0.1417
Se 0.7225 -0.7419 3.7898
Se 1.8358 -1.1131 1.7346
C 3.0124 0.4280 1.8276
C 4.1120 0.4179 0.9842
C 4.9163 1.5454 0.9818
C 4.6074 2.5936 1.8372
C 3.4943 2.4812 2.6517
N 2.6887 1.4144 2.6391
C -0.8654 -1.5922 3.1445
C -1.5869 -2.3652 4.0451
C -2.7218 -3.0257 3.6146
C -3.0571 -2.9523 2.2719
C -2.2741 -2.1817 1.4384
N -1.2286 -1.4476 1.8558
H 4.3224 -0.4257 0.3402
H 5.7726 1.5995 0.3234
H 5.2190 3.4837 1.8760
H 3.2249 3.2737 3.3396
H -1.2379 -2.4604 5.0636
H -3.3046 -3.6218 4.3033
H -3.8971 -3.4970 1.8661
H -2.4617 -2.1753 0.3730
N 2.4614 0.1524 -4.8388
C 2.7696 0.4016 -3.7512
N 3.1234 0.6877 -2.5005
C 2.1828 0.5628 -1.6373
N 1.3370 0.4726 -0.8409
O -0.0210 -2.3015 -0.4521
N -0.0484 -2.6356 -1.7362
C 0.1365 -1.7474 -2.7265
C 0.1729 -2.1591 -4.0449
C -0.0037 -3.4966 -4.3493
C -0.2120 -4.3939 -3.3103
C -0.2258 -3.9439 -2.0114
H 0.2791 -0.7282 -2.4090
H 0.3842 -1.4150 -4.8011
H 0.0317 -3.8376 -5.3740
H -0.3516 -5.4491 -3.4947
H -0.3536 -4.5698 -1.1421

Output
LUMO level: -0.1190 Ha
frontier orbital gap: 6.971 eV
energy above the lowest of the compared OMol25 structures with the same formula, charge and spin: 64.4 kJ/mol
energy: -6701.63648 Eh
total charge: +1